[1]
The following is a quantum chemistry calculation of a cluster of 2 separate species, C39H50N3O2 in total, from the OMol25 dataset.

ORCA input file:
```
! RIJCOSX wB97M-V def2-TZVPD def2/J DEFGRID3
* xyz 1 1
C -5.702 4.034 -0.103
C -6.977 3.770 -0.905
N -6.980 2.421 -1.509
C -7.714 2.267 -2.781
C -8.294 0.861 -2.943
C -7.219 -0.209 -2.692
C -6.436 0.039 -1.437
C -6.345 1.342 -0.892
C -5.600 1.539 0.291
C -4.976 0.472 0.887
C -5.034 -0.828 0.347
C -4.361 -1.927 0.949
C -3.594 -1.796 2.087
C -2.956 -2.806 2.772
C -2.200 -2.570 3.954
C -2.088 -1.288 4.526
C -1.355 -1.057 5.660
C -0.688 -2.130 6.293
N 0.059 -1.906 7.450
C 0.097 -0.582 8.109
C -0.052 0.561 7.106
C -1.278 0.340 6.208
C 0.821 -2.992 8.102
C 0.179 -4.361 7.873
C -0.106 -4.593 6.381
C -0.796 -3.427 5.737
C -1.536 -3.626 4.597
C -5.791 -1.009 -0.822
C -5.449 2.903 0.904
H -4.850 4.106 -0.790
H -5.757 5.007 0.407
H -7.855 3.844 -0.255
H -7.109 4.515 -1.696
H -8.505 3.024 -2.826
H -7.022 2.489 -3.600
H -9.116 0.725 -2.227
H -8.746 0.735 -3.938
H -7.674 -1.206 -2.640
H -6.520 -0.241 -3.537
H -4.431 0.659 1.792
H -4.454 -2.899 0.498
H -3.484 -0.805 2.477
H -3.047 -3.815 2.411
H -2.589 -0.452 4.079
H -0.717 -0.555 8.841
H 1.032 -0.496 8.675
H -0.116 1.528 7.627
H 0.851 0.619 6.485
H -1.277 1.056 5.375
H -2.193 0.550 6.774
H 1.839 -2.975 7.701
H 0.899 -2.770 9.172
H 0.814 -5.163 8.278
H -0.763 -4.417 8.433
H 0.831 -4.787 5.845
H -0.720 -5.493 6.242
H -1.610 -4.618 4.187
H -5.873 -1.997 -1.242
H -4.444 2.994 1.337
H -6.141 2.994 1.750
C -2.442 1.400 -5.250
O -1.717 0.270 -5.614
C -2.014 -0.773 -4.784
O -2.805 -0.726 -3.869
C -1.292 -2.060 -5.125
C -1.923 -2.740 -6.354
C -1.949 -4.256 -6.058
C -1.411 -4.425 -4.629
N -1.321 -3.070 -4.022
C -0.642 -2.854 -2.783
C -1.215 -2.108 -1.825
C -0.590 -1.800 -0.500
C 0.657 -2.654 -0.203
C 1.520 -2.829 -1.460
C 0.709 -3.478 -2.594
H -2.267 2.183 -5.988
H -3.505 1.155 -5.211
H -2.099 1.732 -4.269
H -0.238 -1.829 -5.319
H -2.938 -2.351 -6.483
H -1.378 -2.499 -7.275
H -2.969 -4.650 -6.142
H -1.346 -4.816 -6.783
H -2.062 -5.048 -4.009
H -0.420 -4.887 -4.630
H -2.192 -1.711 -2.040
H -0.314 -0.738 -0.482
H -1.336 -1.925 0.296
H 1.245 -2.219 0.616
H 0.344 -3.641 0.158
H 1.884 -1.849 -1.789
H 2.419 -3.421 -1.241
H 0.576 -4.546 -2.390
H 1.258 -3.420 -3.541
*
```

Values from the calculation:
- HOMO: -9.4 eV
- E_tot: -49814.516 eV
- Gap between HOMO and LUMO: 0.1943 hartree

[2]
The following is a quantum chemistry calculation of a structure of composition C45H47BN8O5P3S3TeTi, from the OMol25 dataset.

ORCA input file:
```
! RIJCOSX wB97M-V def2-TZVPD def2/J DEFGRID3
* xyz -1 1
Ti -0.217 0.855 0.685
S 2.422 -2.271 1.597
P 1.241 -2.138 0.028
C -0.278 -1.164 0.232
P -1.655 -2.176 0.854
S -1.748 -2.633 2.778
C -3.214 -1.443 0.241
C -4.366 -1.580 1.007
C -5.608 -1.295 0.462
C -5.712 -0.870 -0.854
C -4.566 -0.715 -1.621
C -3.325 -1.000 -1.073
C -1.882 -3.839 0.040
C -2.673 -4.014 -1.093
C -2.974 -5.282 -1.572
C -2.472 -6.402 -0.932
C -1.673 -6.240 0.192
C -1.397 -4.976 0.680
C 1.079 -3.856 -0.676
C 1.790 -4.885 -0.081
C 1.918 -6.116 -0.713
C 1.327 -6.333 -1.945
C 0.603 -5.307 -2.545
C 0.493 -4.080 -1.919
C 2.009 -1.590 -1.552
C 1.274 -0.942 -2.530
C 1.819 -0.716 -3.789
C 3.097 -1.159 -4.082
C 3.834 -1.819 -3.103
C 3.298 -2.026 -1.844
H -4.271 -1.937 2.026
H -6.498 -1.409 1.068
H -6.683 -0.648 -1.278
H -4.634 -0.377 -2.647
H -2.431 -0.916 -1.679
H -3.086 -3.165 -1.614
H -3.603 -5.387 -2.448
H -2.698 -7.394 -1.303
H -1.265 -7.106 0.697
H -0.803 -4.859 1.577
H 2.258 -4.706 0.879
H 2.483 -6.904 -0.232
H 1.427 -7.291 -2.440
H 0.126 -5.463 -3.504
H -0.053 -3.284 -2.412
H 0.260 -0.634 -2.305
H 1.237 -0.197 -4.542
H 3.527 -0.982 -5.060
H 4.836 -2.166 -3.321
H 3.868 -2.537 -1.078
N 5.538 2.472 -5.313
C 4.845 2.340 -4.107
C 3.610 2.962 -3.934
C 2.898 2.795 -2.759
C 3.407 1.987 -1.757
C 4.632 1.355 -1.920
C 5.350 1.540 -3.085
S 2.607 1.778 -0.206
O 2.515 0.363 0.075
O 3.286 2.604 0.745
N 1.029 2.175 -0.447
C 0.650 3.464 -0.079
N -0.537 3.503 0.537
C -0.913 4.671 1.033
C -0.142 5.812 0.892
C 1.041 5.663 0.180
N 1.442 4.500 -0.319
H 5.336 3.318 -5.821
H 6.529 2.301 -5.250
H 3.205 3.580 -4.727
H 1.949 3.294 -2.622
H 5.016 0.714 -1.139
H 6.301 1.037 -3.216
H -1.870 4.685 1.541
H -0.447 6.757 1.314
H 1.693 6.512 0.001
B -3.708 2.059 0.750
N -2.850 2.056 -0.555
C -3.278 2.650 -1.666
C -2.357 2.437 -2.680
C -1.365 1.684 -2.072
N -1.679 1.445 -0.792
N -2.969 1.431 1.970
C -3.506 1.397 3.183
C -2.678 0.695 4.045
C -1.610 0.324 3.254
N -1.795 0.746 1.991
H -4.714 1.438 0.543
H -3.955 3.218 1.019
H -4.217 3.175 -1.658
H -2.395 2.781 -3.697
H -0.431 1.324 -2.469
H -4.460 1.869 3.351
H -2.834 0.475 5.085
H -0.718 -0.212 3.519
C -1.800 4.499 4.547
C -0.797 3.418 4.874
O -0.398 2.789 3.651
P 1.089 2.271 3.394
O 0.857 1.292 2.186
Te 2.530 4.132 3.548
O 1.384 1.266 4.593
C 2.049 -0.005 4.397
C 3.483 0.184 3.969
H -2.259 4.885 5.459
H -2.588 4.097 3.909
H -1.308 5.321 4.028
H -1.228 2.637 5.505
H 0.086 3.832 5.371
H 1.505 -0.590 3.653
H 1.969 -0.500 5.365
H 3.539 0.648 2.982
H 3.967 -0.791 3.898
H 4.025 0.811 4.679
*
```

Values from the calculation:
- HOMO: -4.8 eV
- E_tot: -161052.040 eV
- Gap between HOMO and LUMO: 0.2532 hartree

The max |F| results, record by record, are as follows: 0.0389 0.0345 Eh/bohr.